[1]
{
  "formula": "C6H12FeO4",
  "method": "the ωB97M-V functional and the def2-TZVPD basis",
  "species": ["C", "H", "H", "H", "O", "C", "H", "H", "O", "C", "C", "O", "C", "C", "O", "Fe", "H", "H", "H", "H", "H", "H", "H"],
  "xyz": [[-1.6400, -1.4239, -0.7386], [-1.4778, -1.3625, -1.8183], [-1.6664, -0.4981, -0.1564], [-1.2739, -2.3449, -0.2733], [-3.2639, -1.6845, -0.7781], [-3.8150, -2.6807, -0.3219], [-4.9127, -2.7004, -0.3091], [-3.2242, -3.4844, 0.1448], [0.7850, -1.0030, -0.7884], [1.5541, -1.1746, 0.4317], [1.2003, -0.0730, 1.3937], [1.8562, 1.1517, 0.9136], [1.0971, 2.2739, 0.4856], [1.9183, 2.9372, -0.6257], [2.2939, 2.0300, -1.6096], [2.3291, 0.2443, -0.9165], [1.4086, -2.1665, 0.8969], [1.5722, -0.2722, 2.4109], [0.1155, 0.1527, 1.4379], [0.9059, 2.9704, 1.3196], [0.1263, 1.9325, 0.0847], [2.8043, 3.4094, -0.1482], [1.3073, 3.7667, -1.0354]],
  "total_energy_ev": -48980.9217,
  "charge": 1,
  "gap_ev": [5.8, 6.4],
  "multiplicity": 6
}

[2]
{
  "formula": "C43H35N5O5P2PtSe2",
  "method": "the ωB97M-V functional and the def2-TZVPD basis",
  "species": ["Pt", "C", "O", "C", "C", "C", "C", "C", "C", "N", "N", "C", "O", "C", "C", "C", "C", "C", "C", "C", "O", "H", "H", "H", "H", "H", "H", "H", "H", "H", "H", "H", "H", "Se", "P", "C", "C", "C", "C", "C", "C", "C", "C", "C", "C", "C", "C", "C", "C", "N", "N", "N", "P", "Se", "C", "C", "C", "C", "C", "C", "C", "C", "C", "C", "C", "C", "H", "H", "H", "H", "H", "H", "H", "H", "H", "H", "H", "H", "H", "H", "H", "H", "H", "H", "H", "H", "C", "O", "C", "O", "H", "H", "H"],
  "xyz": [[1.1673, -0.9163, 0.0538], [5.4668, -0.2760, -0.6832], [5.9027, -1.6101, -0.4323], [5.0272, -2.6319, -0.2016], [5.6041, -3.8860, -0.2289], [4.8739, -5.0532, -0.0151], [3.5277, -4.9548, 0.2216], [2.9036, -3.6954, 0.2680], [1.4846, -3.7131, 0.5012], [0.6812, -2.7067, 0.5405], [-0.6717, -2.9447, 0.7381], [-1.3570, -1.8658, 0.4877], [-0.8329, -0.7246, 0.1538], [-2.8362, -1.9180, 0.6050], [-3.5755, -0.7563, 0.4123], [-4.9592, -0.7911, 0.4972], [-5.6084, -1.9831, 0.7817], [-4.8710, -3.1437, 0.9832], [-3.4893, -3.1145, 0.8933], [3.6413, -2.4942, 0.0815], [3.1208, -1.3008, 0.2377], [6.3644, 0.2576, -0.9906], [5.0501, 0.1848, 0.2092], [4.7246, -0.2369, -1.4786], [6.6666, -3.9270, -0.4348], [5.3674, -6.0144, -0.0467], [2.9242, -5.8396, 0.3820], [0.9971, -4.6728, 0.6396], [-3.0577, 0.1636, 0.1806], [-5.5284, 0.1149, 0.3306], [-6.6891, -2.0116, 0.8425], [-5.3759, -4.0745, 1.2074], [-2.9046, -4.0110, 1.0439], [-0.5589, 5.4279, 3.2679], [-0.8033, 5.6568, 1.1958], [0.4807, 6.5997, 0.3308], [0.5983, 6.5176, -1.0567], [1.5703, 7.2547, -1.7119], [2.4313, 8.0680, -0.9837], [2.3200, 8.1418, 0.3961], [1.3444, 7.4067, 1.0572], [-2.3629, 6.4853, 0.7949], [-2.3978, 7.6138, -0.0223], [-3.5911, 8.2951, -0.2144], [-4.7505, 7.8556, 0.4070], [-4.7136, 6.7462, 1.2419], [-3.5225, 6.0718, 1.4484], [-0.6157, 4.0263, 0.3497], [-1.1678, 3.1499, -0.6452], [-0.3147, 2.1588, -0.8281], [0.6829, 2.4212, -0.0022], [0.5553, 3.5329, 0.7030], [-2.7225, 3.0082, -1.6182], [-2.9692, 1.1269, -2.4769], [-4.0158, 3.4150, -0.4257], [-5.1768, 4.0669, -0.8309], [-6.2443, 4.1830, 0.0456], [-6.1608, 3.6413, 1.3212], [-5.0071, 2.9831, 1.7251], [-3.9369, 2.8659, 0.8523], [-2.6142, 4.3719, -2.8098], [-2.2965, 4.0927, -4.1346], [-2.1642, 5.1319, -5.0441], [-2.3576, 6.4456, -4.6384], [-2.6907, 6.7251, -3.3196], [-2.8204, 5.6889, -2.4082], [-0.0657, 5.8788, -1.6306], [1.6604, 7.1891, -2.7883], [3.1947, 8.6391, -1.4959], [2.9974, 8.7665, 0.9632], [1.2524, 7.4455, 2.1358], [-1.4987, 7.9678, -0.5075], [-3.6103, 9.1752, -0.8441], [-5.6806, 8.3884, 0.2562], [-5.6108, 6.4132, 1.7460], [-3.4814, 5.2361, 2.1340], [-5.2532, 4.4716, -1.8323], [-7.1467, 4.6891, -0.2719], [-6.9993, 3.7265, 2.0006], [-4.9419, 2.5535, 2.7163], [-3.0465, 2.3304, 1.1632], [-2.1580, 3.0626, -4.4389], [-1.9157, 4.9134, -6.0742], [-2.2574, 7.2520, -5.3536], [-2.8580, 7.7460, -3.0001], [-3.1029, 5.9047, -1.3868], [2.2175, 2.0081, 2.3670], [2.6993, 1.8447, 1.0002], [1.8824, 1.6407, 0.0091], [2.1186, 0.9069, -0.9290], [3.0413, 1.6634, 2.9825], [1.3496, 1.3682, 2.5188], [1.9799, 3.0478, 2.5623]],
  "total_energy_ev": -215363.1583,
  "charge": 0,
  "gap_ev": 7.0
}

[3]
{
  "formula": "C4H4N2OS",
  "method": "the ωB97M-V functional and the def2-TZVPD basis",
  "species": ["N", "N", "C", "O", "C", "C", "C", "S", "H", "H", "H", "H"],
  "xyz": [[-1.2117, 1.5705, -0.4749], [-0.4104, 0.4906, -0.1068], [0.3212, -0.2807, -1.0194], [0.3036, -0.0697, -2.2228], [1.0523, -1.2788, -0.2022], [0.7349, -1.0577, 1.0722], [-0.2135, 0.0692, 1.1824], [-0.8386, 0.6919, 2.5474], [-1.8803, 1.1488, -1.1170], [-0.6714, 2.3050, -0.9753], [1.6855, -2.0109, -0.6202], [1.1284, -1.5782, 1.9365]],
  "total_energy_ev": -20074.6073,
  "charge": 0,
  "gap_ev": 7.7
}

[4]
{
  "formula": "C2H2F3NOS",
  "method": "the ωB97M-V functional and the def2-TZVPD basis",
  "species": ["O", "C", "N", "C", "F", "F", "S", "H", "F", "H"],
  "xyz": [[0.6140, -3.1685, -0.0688], [0.0462, -2.1094, -0.0105], [-0.6160, -1.1307, -0.1152], [-0.6890, 0.1746, -0.2625], [0.3258, 1.1118, 0.2090], [-1.8383, 0.6079, 0.2147], [-0.9719, 0.8250, -2.2137], [-1.3146, 2.1263, -2.0677], [0.6171, -0.8593, 3.3049], [1.2094, -0.4145, 4.0760]],
  "total_energy_ev": -24629.7756,
  "charge": 0,
  "gap_ev": 9.7
}